No. 1
C18H12Cl5N2O2Pt | the ωB97M-V functional and the def2-TZVPD basis

Calculated values
gap between HOMO and LUMO = 6.50 eV
HOMO = -3.91 eV
LUMO energy = 2.595 eV
net charge = -1

XYZ file:
```
40
Properties=species:S:1:pos:R:3:forces:R:3
Pt -0.414 0.222 -0.046 0.3844 1.1044 1.0054
C -1.150 4.519 1.078 0.4099 -0.3066 -0.1713
C -0.710 3.068 1.211 -0.0456 -0.1991 1.1913
O -0.389 2.488 0.137 -0.1769 -1.5712 -1.2985
C -0.707 2.515 2.499 -0.5563 0.8850 -0.5349
C -0.472 1.188 2.862 0.2476 -1.7809 -0.6106
C -0.520 0.806 4.319 0.4773 0.0772 -0.1720
N -0.246 0.212 1.981 -1.6434 2.1851 -0.1534
N 0.214 -0.959 2.425 0.8729 -3.2596 0.3142
C 0.052 -1.977 1.569 -0.0815 2.5618 1.9784
O -0.704 -1.909 0.541 0.2882 1.1165 -2.0431
C 0.812 -3.202 1.825 0.1519 -0.7902 0.1745
C 0.493 -4.374 1.132 -0.0790 0.4450 0.1430
C 1.278 -5.500 1.267 0.2390 -0.1999 0.0680
C 2.401 -5.473 2.082 -0.0177 -0.0148 0.0498
C 2.700 -4.328 2.808 0.1147 -0.2101 -0.0094
C 1.909 -3.203 2.689 -0.1986 0.1964 -0.0988
H -0.374 5.084 0.564 0.0586 0.0883 -0.0859
H -1.344 4.970 2.044 -0.0407 0.0391 0.0989
H -2.048 4.562 0.464 -0.0511 -0.0319 -0.0271
H -0.946 3.186 3.312 -0.0878 0.0042 -0.0528
H -0.763 1.664 4.941 0.0080 0.0360 -0.0263
H 0.452 0.404 4.604 -0.0141 -0.0602 0.1518
H -1.250 0.013 4.477 0.0101 -0.0256 -0.0365
H -0.372 -4.374 0.488 -0.0478 0.0567 -0.1200
H 1.029 -6.402 0.726 -0.0223 -0.0613 -0.0783
H 3.047 -6.338 2.148 0.0036 -0.0932 0.0412
H 3.568 -4.310 3.453 0.0306 0.0041 0.0245
H 2.140 -2.299 3.233 -0.0108 0.0372 -0.0430
Cl -2.017 0.274 -3.330 -0.4576 0.0140 -0.0157
C -0.301 0.165 -3.259 0.1535 0.0425 0.3463
C 0.301 0.170 -2.002 -0.3404 -0.2949 0.1398
C 1.700 0.085 -2.018 -0.3898 0.0684 -0.0689
Cl 2.489 0.070 -0.481 0.6759 -0.0565 0.0954
C 2.454 0.009 -3.180 -0.1221 0.0087 -0.0269
Cl 4.171 -0.071 -3.126 0.2004 -0.0237 0.0620
C 1.802 -0.007 -4.408 -0.0167 -0.0135 0.0736
Cl 2.708 -0.143 -5.865 0.0981 0.0147 -0.1596
C 0.415 0.073 -4.448 0.1690 -0.0011 0.1008
Cl -0.381 0.046 -5.970 -0.1933 0.0093 -0.2259
```
Forces are in eV/Å.

No. 2
C39H36ClMnN3Si2 | the ωB97M-V functional and the def2-TZVPD basis

Calculated values
gap between HOMO and LUMO (spin up / spin down) = 5.77 / 5.92 eV
HOMO (spin up / spin down) = -5.47 / -6.54 eV
LUMO energy (spin up / spin down) = 0.301 / -0.614 eV
2S+1 = 6

XYZ file:
```
82
Properties=species:S:1:pos:R:3:forces:R:3
C -0.155 1.694 1.283 0.3772 -0.3754 -0.6438
C 0.651 0.800 2.062 0.6838 -0.0730 0.2040
C 1.887 0.573 1.348 -0.5243 0.6005 0.1996
H 0.397 0.404 3.050 0.1294 0.1924 -0.4624
C 1.799 1.305 0.105 -0.2655 0.6658 0.2506
C 0.545 1.996 0.087 0.7430 1.0525 0.5269
H 0.222 2.711 -0.678 0.0834 -0.5712 0.3086
H -1.146 2.078 1.548 0.4419 -0.3529 -0.1569
H 2.770 0.056 1.711 -0.2735 -0.0227 -0.1443
H 2.604 1.438 -0.619 -0.3339 -0.2523 0.1937
Mn 0.359 -0.272 0.181 -1.2392 0.3924 0.6205
Si 5.684 -3.529 1.757 2.3131 -1.0739 -1.2396
C 5.213 -5.293 2.301 0.0669 0.2608 -0.0408
C 5.343 -6.292 1.326 -0.2788 -0.5140 0.0818
H 5.738 -6.029 0.338 -0.4012 -0.1363 0.2833
C 5.034 -7.627 1.618 -0.0044 0.7352 0.3066
H 5.091 -8.362 0.823 0.0105 -0.0720 0.1698
C 4.659 -7.969 2.922 0.3139 0.0617 -0.0092
H 4.422 -9.009 3.156 0.0124 0.3389 -0.0088
C 4.704 -7.008 3.941 -0.0345 -0.0228 -0.1161
H 4.510 -7.300 4.978 0.0877 0.1009 -0.4090
C 4.994 -5.673 3.634 -0.1347 -0.0086 -0.1504
H 5.115 -4.927 4.434 -0.3764 -0.3601 -0.3523
C 7.193 -3.965 0.711 0.3517 0.2296 -0.2964
C 8.365 -4.571 1.219 -0.1244 -0.0373 -0.6792
H 8.460 -4.736 2.302 0.0420 -0.0048 -0.5300
C 9.378 -4.977 0.330 -0.3522 0.3251 0.1560
H 10.284 -5.452 0.724 -0.3166 0.2056 -0.1993
C 9.232 -4.768 -1.055 -0.0233 -0.1243 0.1173
H 10.035 -5.066 -1.740 -0.3544 0.0327 0.3201
C 8.069 -4.176 -1.556 0.5017 -0.0018 0.2714
H 7.911 -4.026 -2.630 0.2309 -0.0568 0.3899
C 7.092 -3.741 -0.662 0.0659 -0.2648 -0.5952
H 6.216 -3.260 -1.111 0.4323 -0.2182 0.4297
H 6.432 -3.024 2.933 -0.7992 0.8050 0.3199
Si 3.210 -4.496 -0.821 1.0023 0.9111 1.8222
C 4.090 -2.829 -0.770 -0.1894 0.2286 -0.3197
C 4.614 -2.243 0.502 0.4080 -1.5113 1.3555
H 4.016 -2.351 1.447 -0.7221 0.7930 -1.1403
C 5.201 -0.924 0.397 0.2080 0.6334 0.0285
H 5.624 -0.491 1.308 -0.1584 0.0939 -0.3222
C 5.171 -0.220 -0.781 0.3725 -0.1873 0.2770
H 5.553 0.799 -0.811 0.0332 -0.1728 0.0856
C 4.672 -0.792 -1.970 -0.0004 0.9241 -0.4567
H 4.644 -0.191 -2.893 0.0679 -0.3782 0.5158
C 4.141 -2.073 -1.946 -0.3893 -0.7994 0.9226
H 3.638 -2.458 -2.838 0.3432 -0.0310 0.2208
C 2.302 -4.594 0.801 -0.9860 -0.5316 0.6799
C 2.108 -3.453 1.604 0.5392 0.4388 0.3446
H 2.261 -2.443 1.197 0.0269 -0.8527 0.2642
C 1.772 -3.548 2.953 -0.5146 -0.5624 0.0328
H 1.938 -2.708 3.638 -0.4816 -0.1022 -0.3687
C 1.240 -4.754 3.423 0.4613 -0.2654 0.0620
H 0.882 -4.833 4.456 0.1628 -0.0231 -0.4172
C 1.255 -5.885 2.592 0.0373 0.2072 0.0441
H 0.868 -6.834 2.961 0.0659 0.2044 -0.0621
C 1.848 -5.824 1.327 0.2409 0.5829 0.2451
H 1.997 -6.736 0.750 -0.1057 0.0983 0.1356
H 2.359 -4.624 -1.918 -0.9981 -0.2107 -1.6318
Cl 1.141 -2.041 -0.864 -0.2375 -0.5386 -0.7180
N -2.903 0.093 -0.963 -0.1607 0.3513 0.3216
C -2.777 -0.822 0.079 0.7735 -0.1691 0.1075
C -3.916 -1.540 0.463 -0.0660 -0.3498 0.4199
C -3.775 -2.557 1.405 0.3258 0.4092 -0.0018
C -2.501 -2.814 1.943 0.1113 0.1118 0.1241
C -1.435 -2.014 1.555 -0.6608 0.1945 -0.4344
N -1.570 -1.010 0.645 -0.4062 -1.0178 0.0997
C -2.001 0.258 -2.013 0.7660 -0.3097 -0.4056
C -2.526 0.411 -3.309 0.4327 0.0804 -0.4688
C -1.659 0.405 -4.404 0.0729 0.1632 0.9549
C -0.284 0.289 -4.133 0.1984 0.2932 -0.2098
C 0.154 0.242 -2.821 -0.7188 -0.4386 0.2935
N -0.696 0.191 -1.758 -0.1215 0.2436 -1.5439
H -3.859 0.241 -1.250 0.0447 -0.1080 0.0520
H -4.872 -1.292 -0.013 0.3638 -0.2868 0.2774
H -4.636 -3.141 1.736 0.2488 0.1760 -0.2086
H -2.319 -3.604 2.678 -0.1998 0.2981 -0.3565
H -0.420 -2.163 1.938 -0.4836 0.0047 -0.0811
H -3.600 0.508 -3.414 0.0376 -0.0714 -0.2022
H -2.022 0.512 -5.429 0.0470 -0.1187 0.3935
H 0.463 0.271 -4.933 -0.3905 0.0281 0.2574
H 1.217 0.151 -2.570 -0.4516 0.1110 -0.1042
```
Forces are in eV/Å.

No. 3
C35H27F6GeMoNO4S2 | the ωB97M-V functional and the def2-TZVPD basis

Calculated values
gap between HOMO and LUMO (spin up / spin down) = 6.96 / 7.19 eV
HOMO (spin up / spin down) = -7.55 / -7.77 eV
LUMO energy (spin up / spin down) = -0.592 / -0.578 eV

XYZ file:
```
77
Properties=species:S:1:pos:R:3:forces:R:3
Mo -0.492 -0.646 -0.107 -0.2666 -0.2511 0.0285
F 2.381 -2.247 3.633 0.0035 -0.0923 -0.0381
C 1.499 -1.305 3.930 -0.0625 0.1846 -0.0083
F 1.259 -1.315 5.234 0.0339 0.0059 0.0113
F 1.981 -0.122 3.576 -0.0041 -0.0260 0.0326
S -0.076 -1.664 3.039 0.0660 -0.3368 0.0071
O 0.313 -1.684 1.612 0.1499 0.1540 0.0410
O -0.538 -2.911 3.547 -0.0113 0.0496 0.0086
N -0.893 -0.397 3.425 -0.1793 0.1816 -0.1046
S -2.158 0.157 2.680 -0.1199 -0.1733 0.3734
O -2.126 -0.045 1.227 0.2991 0.0035 -0.1671
O -2.530 1.433 3.168 0.0485 0.1276 -0.0168
C -3.533 -0.975 3.165 -0.0425 0.0477 -0.1618
F -3.623 -1.055 4.481 -0.0007 0.0137 0.0515
F -4.668 -0.489 2.667 0.0193 -0.0558 0.0454
F -3.325 -2.190 2.660 0.0143 -0.0038 0.0289
C -4.947 -5.679 -2.868 0.0263 0.0243 0.0112
C -5.656 -4.683 -2.211 -0.0168 -0.0292 -0.0189
C -4.980 -3.678 -1.537 -0.0018 0.0091 0.0307
C -3.586 -3.639 -1.526 0.0125 -0.0383 -0.0484
C -2.883 -4.654 -2.177 0.0062 0.0142 0.0163
C -3.557 -5.664 -2.842 -0.0128 -0.0093 -0.0050
C -2.900 -2.546 -0.812 0.0163 0.0103 0.0570
C -1.716 -1.996 -1.106 0.0087 0.0060 -0.2072
C -0.832 -2.196 -2.266 0.2222 0.1258 0.4538
C -1.224 -2.199 -3.605 0.0829 0.0298 -0.2331
C -0.270 -2.144 -4.606 0.0025 0.0032 0.0806
C 1.088 -2.049 -4.298 -0.0571 -0.0140 0.0026
C 1.493 -2.005 -2.976 0.1035 -0.0087 -0.0577
C 0.542 -2.089 -1.967 -0.2512 -0.0214 -0.3045
H -5.472 -6.469 -3.389 -0.0004 0.0022 0.0026
H -6.738 -4.696 -2.219 0.0046 0.0132 0.0082
H -5.536 -2.907 -1.016 0.0056 -0.0012 -0.0002
H -1.801 -4.655 -2.147 -0.0196 -0.0181 -0.0013
H -2.999 -6.449 -3.336 0.0025 0.0066 0.0041
H -3.434 -2.159 0.052 -0.0075 0.0088 -0.0208
H -2.278 -2.235 -3.850 -0.0029 0.0001 0.0083
H -0.581 -2.162 -5.643 -0.0069 -0.0006 0.0028
H 1.818 -2.002 -5.095 0.0122 0.0036 0.0187
H 2.542 -1.915 -2.722 -0.0033 0.0066 -0.0218
H 0.925 -2.115 -0.932 -0.1485 -0.1754 0.1301
C 0.184 0.829 -0.957 0.0900 0.0637 -0.0550
Ge 1.316 2.022 0.107 0.1010 0.2437 0.0131
C 2.886 1.109 0.841 -0.0836 -0.0015 -0.0628
C 3.161 -0.229 0.571 0.0203 0.0832 0.0427
C 4.285 -0.847 1.105 -0.0094 -0.0385 -0.0264
C 5.156 -0.128 1.910 -0.0171 0.0236 -0.0078
C 4.907 1.214 2.168 -0.0112 -0.0189 0.0002
C 3.782 1.825 1.636 -0.0021 -0.0003 -0.0130
C 1.921 3.348 -1.201 -0.0021 0.0257 0.1287
C 2.471 2.926 -2.411 -0.0108 0.0492 0.0233
C 2.928 3.849 -3.340 -0.0002 -0.0465 -0.0058
C 2.841 5.208 -3.068 -0.0059 0.0149 0.0147
C 2.299 5.641 -1.867 0.0032 -0.0145 -0.0072
C 1.843 4.714 -0.937 0.0182 -0.0481 -0.0345
C 0.325 2.940 1.517 0.0658 -0.0740 0.0064
C 0.719 2.900 2.854 -0.0632 0.0360 -0.0614
C 0.018 3.610 3.821 -0.0066 -0.0063 -0.0086
C -1.086 4.367 3.461 0.0306 -0.0161 0.0110
C -1.496 4.407 2.135 -0.0155 0.0090 -0.0405
C -0.796 3.697 1.171 0.0210 -0.0319 0.0316
H 0.136 1.108 -2.012 -0.1084 -0.0515 0.0014
H 2.488 -0.793 -0.063 0.0313 -0.0245 0.0088
H 4.478 -1.892 0.892 0.0079 0.0037 0.0087
H 6.030 -0.610 2.330 0.0010 0.0001 -0.0027
H 5.590 1.783 2.786 -0.0019 -0.0018 -0.0016
H 3.603 2.875 1.842 0.0100 0.0045 0.0049
H 2.545 1.865 -2.629 0.0107 0.0062 -0.0235
H 3.353 3.509 -4.276 0.0002 0.0067 0.0008
H 3.196 5.929 -3.794 -0.0010 0.0007 0.0030
H 2.231 6.699 -1.651 0.0027 0.0001 -0.0036
H 1.418 5.057 0.000 -0.0008 0.0246 -0.0041
H 1.579 2.312 3.148 0.0188 -0.0155 0.0206
H 0.331 3.562 4.856 -0.0024 0.0070 -0.0027
H -1.636 4.917 4.214 -0.0030 -0.0044 -0.0012
H -2.367 4.985 1.854 0.0046 -0.0023 -0.0006
H -1.127 3.729 0.138 -0.0167 0.0175 0.0033
```
Forces are in eV/Å.

No. 4
C3H6S | the ωB97M-V functional and the def2-TZVPD basis

Calculated values
gap between HOMO and LUMO = 9.70 eV
HOMO = -8.75 eV
LUMO energy = 0.952 eV

XYZ file:
```
10
Properties=species:S:1:pos:R:3:forces:R:3
C 1.291 -0.897 0.116 -0.6313 -0.0816 -0.8848
C 0.585 0.178 0.323 -4.2268 1.0711 0.5332
C -1.270 0.066 1.054 4.6842 -1.0645 -2.9323
S -2.429 -0.113 -0.268 0.7322 1.7430 -0.9615
H 2.170 -0.859 -0.544 -0.3129 -0.4050 0.5902
H 0.639 -1.740 0.270 0.9950 -1.1635 0.3966
H 0.719 1.113 -0.211 0.3144 0.3994 0.6633
H -1.328 0.917 1.623 -0.4265 1.9437 1.2800
H -1.170 -0.815 1.627 -0.2009 -0.9207 0.6731
H -1.922 1.048 -0.931 -0.9273 -1.5219 0.6422
```
Forces are in eV/Å.

Number 1: total energy -3373.43998 a.u., strongest force on any atom 3.4 eV Å⁻¹. Number 2: total energy -3862.04153 a.u., strongest force on any atom 2.8 eV Å⁻¹. Number 3: total energy -5246.19869 a.u., strongest force on any atom 0.5 eV Å⁻¹. Number 4: total energy -515.97385 a.u., strongest force on any atom 5.6 eV Å⁻¹.